# C4H13BeN6O6Pb

A structure of composition C4H13BeN6O6Pb in a non-equilibrium geometry (ωB97M-V with the def2-TZVPD basis set, OMol25).

Cartesian coordinates (Å):
Be  -2.31  4.17  0.92
Pb  -4.78  0.96  -0.28
O  -0.43  0.33  -0.27
C  -1.69  0.61  -0.13
O  -2.13  1.73  -0.06
O  -2.53  -0.26  -0.15
H  -0.52  -0.63  -0.32
C  -1.29  -3.24  -0.65
O  -0.38  -2.47  -0.82
N  -2.20  -3.12  0.26
N  -1.39  -4.44  -1.11
H  -2.91  -3.83  0.34
H  -2.39  -2.26  0.75
H  -0.56  -4.77  -1.58
H  -2.08  -5.11  -0.79
C  3.48  -0.85  2.05
O  4.56  -0.26  1.87
N  3.17  -1.70  3.00
N  2.47  -0.76  1.29
H  3.85  -2.18  3.57
H  2.19  -1.71  3.26
H  2.35  -0.13  0.52
H  1.73  -1.22  1.81
C  0.12  4.09  -1.48
O  -1.00  4.47  -1.27
N  0.76  4.63  -2.47
N  0.75  3.10  -0.88
H  0.18  5.36  -2.85
H  1.18  4.04  -3.17
H  0.28  2.79  -0.04
H  1.53  2.67  -1.35

The calculation puts the LUMO energy at -15.1 eV. The net charge is +3. The calculation puts the total energy at -31198.7120 eV.

***

# C11H9Cl4N2O3OsS

A structure of composition C11H9Cl4N2O3OsS in a non-equilibrium geometry (ωB97M-V with the def2-TZVPD basis set, OMol25).

Cartesian coordinates (Å):
Os  -0.13  0.46  1.17
Cl  3.04  6.20  -0.64
C  2.66  4.56  -0.35
C  3.59  3.55  -0.72
Cl  5.08  3.99  -1.43
C  3.31  2.22  -0.50
Cl  4.39  0.95  -0.91
C  2.08  1.90  0.09
O  1.66  0.70  0.41
C  1.16  2.89  0.44
O  0.06  2.42  0.98
C  1.44  4.24  0.23
Cl  0.29  5.42  0.69
S  -2.06  0.64  1.86
C  -1.42  -2.05  0.17
N  -2.19  -2.07  -0.90
C  -3.47  -2.75  -0.63
C  -3.26  -3.29  0.80
N  -1.95  -2.73  1.16
H  -2.00  -1.53  -1.73
H  -3.64  -3.54  -1.36
H  -4.29  -2.03  -0.68
H  -3.22  -4.38  0.83
H  -4.02  -2.95  1.49
H  -1.47  -2.83  2.04
C  0.85  -1.73  -0.87
C  -0.08  -1.41  0.28
O  0.37  -1.39  1.54
H  0.88  -2.81  -1.03
H  1.85  -1.38  -0.64
H  0.51  -1.26  -1.79

For the energy above the lowest of the compared OMol25 structures with the same formula, charge and spin, the calculation gives 0.0 kJ/mol. The calculation puts the LUMO energy (spin up / spin down) at -5.0 / -5.8 eV. The net charge is +1. The calculation puts the total energy at -84060.9702 eV.

***

# C4H21NO6

A cluster of 6 separate species, C4H21NO6 in total in a non-equilibrium geometry (ωB97M-V with the def2-TZVPD basis set, OMol25).

Cartesian coordinates (Å):
C  -2.44  -0.12  -1.18
C  -1.72  0.51  0.03
C  -0.75  1.60  -0.40
N  0.51  0.91  -0.93
C  -0.38  2.61  0.71
O  -0.54  2.21  2.09
H  -2.15  0.33  -2.12
H  -3.51  0.05  -1.06
H  -2.21  -1.16  -1.40
H  -1.34  -0.31  0.65
H  -2.50  1.01  0.64
H  -1.13  2.23  -1.18
H  0.61  0.16  -0.26
H  1.26  1.58  -0.85
H  -0.86  3.59  0.62
H  0.72  2.67  0.71
H  -1.46  2.20  2.37
O  -0.01  0.14  -3.77
H  0.13  0.38  -2.84
H  -0.46  -0.68  -3.96
O  0.05  -2.62  1.07
H  -0.29  -2.96  0.23
H  0.99  -2.79  1.21
O  3.20  -2.36  -1.33
H  3.03  -2.34  -0.38
H  2.38  -2.59  -1.76
O  0.49  -0.23  2.54
H  -0.02  0.60  2.42
H  -0.01  -0.97  2.17
O  2.91  -1.30  1.63
H  2.02  -1.08  1.96
H  3.50  -1.26  2.38

For the energy above the lowest of the compared OMol25 structures with the same formula, charge and spin, the calculation gives 139.7 kJ/mol. As for the SMILES: CC[C@H](N)CO.O.O.O.O.O. The calculation puts the LUMO energy at 0.3 eV. The net charge is 0. The calculation puts the total energy at -18263.4154 eV.

***

# C8H13BrFN4O2

A cluster of 2 separate species, C8H13BrFN4O2 in total in a non-equilibrium geometry (ωB97M-V with the def2-TZVPD basis set, OMol25).

Cartesian coordinates (Å):
C  0.24  0.34  -1.10
C  -0.29  1.56  -1.90
F  -0.71  2.57  -1.11
N  -1.36  1.07  -2.80
C  -2.54  0.69  -2.36
N  -2.92  0.73  -1.05
C  -4.15  0.27  -1.00
Br  -5.05  0.20  0.66
N  -4.57  -0.08  -2.21
N  -3.58  0.20  -3.06
H  1.16  0.57  -0.55
H  0.40  -0.46  -1.84
H  -0.51  0.00  -0.38
H  0.51  1.91  -2.56
H  -1.17  1.03  -3.79
H  -5.48  -0.49  -2.40
H  -3.58  0.05  -4.06
O  1.25  1.08  1.77
C  1.92  0.14  2.07
O  2.12  -0.93  1.26
C  2.88  -1.94  1.95
C  3.61  -1.19  3.06
C  2.63  -0.07  3.39
H  2.19  -2.69  2.34
H  3.56  -2.42  1.26
H  3.86  -1.83  3.90
H  4.53  -0.77  2.67
H  1.90  -0.38  4.14
H  3.14  0.83  3.71

The calculation puts the LUMO energy at -3.0 eV. The net charge is +1. The calculation puts the total energy at -91315.4334 eV.